Version i
# C5H8N

A gas-phase ion, C5H8N (charge +1) (ωB97M-V with the def2-TZVPD basis set, the Open Molecules 2025 dataset).

Summary:
LUMO energy (alpha / beta): -0.1679 / -0.2382 Ha
2S+1: 3
charge: +1
E_HOMO (alpha / beta): -12.461 / -16.730 eV
HOMO-LUMO gap (alpha / beta): 7.89 / 10.25 eV

Element x y z (Å)
N (-1.35155, 0.12292, -0.28352)
C (-0.23426, 0.44138, -0.50973)
C (-2.70212, 0.09849, -0.02470)
C (1.05510, -0.11635, -0.70959)
C (0.16691, -1.26786, -0.16810)
C (2.26304, 0.33352, 0.08610)
H (1.27016, -0.20718, -1.77689)
H (0.26526, -1.30480, 0.92779)
H (3.16333, -0.06125, -0.37886)
H (-3.01150, -0.94808, 0.07150)
H (-3.26046, 0.55281, -0.85078)
H (2.21838, -0.03038, 1.11185)
H (-2.93165, 0.61340, 0.91585)
H (2.33769, 1.41950, 0.11124)

Version ii
# C5H8N

2 unconnected molecules or ions with the total composition C5H8N (ωB97M-V with the def2-TZVPD basis set, the Open Molecules 2025 dataset).

Summary:
LUMO energy (alpha / beta): -0.1883 / -0.2245 Ha
2S+1: 3
charge: +1
E_HOMO (alpha / beta): -11.576 / -16.302 eV
HOMO-LUMO gap (alpha / beta): 6.45 / 10.19 eV

Element x y z (Å)
N (0.67536, -0.72356, 0.06831)
C (-0.11344, 0.00112, -0.78762)
C (-0.97003, 0.50225, 1.76011)
C (-0.36818, 0.02474, 0.55115)
C (-0.23203, 0.44409, -2.14432)
C (2.33955, -1.77439, 0.49327)
H (-1.26434, 0.37129, -2.49541)
H (-0.60705, -0.04135, 2.63183)
H (0.43878, -0.10053, -2.80863)
H (2.47281, -1.40028, 1.49107)
H (-0.71708, 1.56593, 1.87162)
H (-2.06063, 0.45642, 1.70564)
H (2.89974, -1.49958, -0.37492)
H (0.02103, 1.51426, -2.17475)

Version iii
# C5H8N

2 unconnected molecules or ions with the total composition C5H8N (ωB97M-V with the def2-TZVPD basis set, the Open Molecules 2025 dataset).

Summary:
LUMO energy (alpha / beta): -0.1250 / -0.3353 Ha
2S+1: 3
charge: +1
E_HOMO (alpha / beta): -9.297 / -15.739 eV
HOMO-LUMO gap (alpha / beta): 5.89 / 6.62 eV

Element x y z (Å)
N (0.88775, 0.69623, -0.44773)
C (1.75012, -0.47990, -0.46580)
C (1.34957, 0.22455, 0.79266)
C (-2.50766, 0.18250, 0.45217)
C (-1.58560, 0.37479, -0.52580)
C (-2.05971, -0.90705, -0.23053)
H (2.23927, 0.63651, 1.22012)
H (0.61149, -0.13678, 1.56768)
H (1.34794, -1.31775, -0.91907)
H (2.81472, -0.50706, -0.62947)
H (-2.09747, -1.93610, -0.38405)
H (-0.95099, 0.93890, -1.01445)
H (1.22647, 1.66765, -0.77124)
H (-3.02591, 0.56350, 1.35553)

Version iv
# C5H8N

A gas-phase ion, C5H8N (charge +1) (ωB97M-V with the def2-TZVPD basis set, the Open Molecules 2025 dataset).

Summary:
LUMO energy (alpha / beta): -0.1851 / -0.3026 Ha
2S+1: 3
charge: +1
E_HOMO (alpha / beta): -13.015 / -15.220 eV
HOMO-LUMO gap (alpha / beta): 7.98 / 6.99 eV

Element x y z (Å)
N (-1.41897, 0.34130, -1.28419)
C (1.90825, 1.45842, 0.14960)
C (-0.34273, -0.85357, 0.71531)
C (-0.38563, 0.21923, -0.41020)
C (0.67972, 0.91066, -0.22453)
C (-2.32689, -0.49508, -1.51515)
H (-0.22671, -0.42204, 1.70688)
H (-2.41648, -1.49514, -1.08284)
H (1.84866, 2.04478, 1.07022)
H (-1.31016, -1.35926, 0.67216)
H (2.71417, 0.72132, 0.18856)
H (2.17176, 2.15769, -0.65973)
H (-3.09036, -0.20318, -2.22503)
H (0.45045, -1.57275, 0.53001)

Least stable of them? version iii.

Version i
# C6H7NO

A molecular structure, C6H7NO (ωB97M-V with the def2-TZVPD basis set, the Open Molecules 2025 dataset).

Summary:
LUMO energy: 0.0334 Ha
2S+1: 1
E_HOMO: -9.814 eV
HOMO-LUMO gap: 10.72 eV

Element x y z (Å)
O (1.75062, -1.22658, -0.07163)
N (-1.36337, -1.27994, 0.00224)
C (0.35675, 1.61151, 0.03735)
C (0.39389, 0.42168, 1.05177)
C (-1.22470, 0.00410, -0.62225)
C (0.18451, 0.52489, -1.03642)
C (1.04068, -0.24603, -0.05614)
C (-1.06138, -0.03049, 0.76764)
H (0.61574, 0.53169, 2.09805)
H (-0.54979, 2.33992, -0.00025)
H (-1.80660, 0.35263, 1.39120)
H (0.36494, 0.73456, -2.14049)
H (1.27349, 2.25974, -0.13530)
H (-0.54704, -1.78476, -0.35111)
H (-1.95054, 0.62447, -1.15654)

Version ii
# C6H7NO

A single C6H7NO molecule (ωB97M-V with the def2-TZVPD basis set, the Open Molecules 2025 dataset).

Summary:
LUMO energy: 0.0149 Ha
2S+1: 1
SMILES: C=C1CC=CNC1=O
E_HOMO: -8.760 eV
HOMO-LUMO gap: 9.17 eV

Element x y z (Å)
O (-1.77005, -1.70215, -0.16877)
N (0.40591, -1.57301, 0.20678)
C (1.70326, 0.37461, -0.14329)
C (-2.07608, 0.90636, 0.07558)
C (-0.78369, 0.48605, 0.08921)
C (0.47802, 1.27380, 0.05084)
C (-0.78870, -0.97083, 0.14573)
C (1.63143, -0.92708, 0.09235)
H (0.20962, 1.96034, -0.79235)
H (0.53667, -2.55407, -0.09930)
H (-2.52592, 1.94875, -0.24737)
H (2.65352, 0.77445, -0.21156)
H (2.47523, -1.60875, -0.22570)
H (0.49041, 1.74645, 1.01903)
H (-2.63964, -0.13493, 0.20882)

Least stable of them? version i.

Version i
# C6H7NO

A single C6H7NO molecule (ωB97M-V with the def2-TZVPD basis set, the Open Molecules 2025 dataset).

Summary:
LUMO energy: 0.0327 Ha
2S+1: 1
SMILES: C#C[C@@H]1NC(=O)[C@H]1C
E_HOMO: -9.478 eV
HOMO-LUMO gap: 10.37 eV

Element x y z (Å)
O (-1.38545, -2.08772, -0.98842)
N (-1.44269, 0.28141, -0.71422)
C (-0.16642, 0.91430, -0.29440)
C (-0.63256, 2.78538, 1.48086)
C (-1.00956, -1.00996, -0.51428)
C (1.50363, -1.49248, -0.12438)
C (0.24800, -0.73840, 0.34471)
C (-0.32960, 1.99240, 0.61283)
H (-2.21354, 0.62149, -1.21222)
H (2.05340, -0.97840, -0.85920)
H (2.11370, -1.82612, 0.69597)
H (1.28288, -2.37228, -0.58184)
H (0.46341, 1.11043, -1.18671)
H (-0.62388, 3.72783, 1.91445)
H (0.13868, -0.92787, 1.42684)

Version ii
# C6H7NO

A single C6H7NO molecule (ωB97M-V with the def2-TZVPD basis set, the Open Molecules 2025 dataset).

Summary:
LUMO energy: 0.0031 Ha
2S+1: 1
SMILES: C=C/C=C1/C=NOC1
E_HOMO: -8.400 eV
HOMO-LUMO gap: 8.48 eV

Element x y z (Å)
O (-2.41208, -0.99007, 0.25892)
N (-2.80615, 0.31606, -0.10394)
C (-1.88483, 1.17271, -0.22593)
C (-1.03243, -1.04644, 0.24532)
C (2.06454, -0.71597, -0.31282)
C (1.83223, 0.43794, 0.25268)
C (0.51801, 1.04515, 0.28674)
C (-0.65957, 0.36868, -0.00796)
H (1.25752, -1.55649, -0.91639)
H (2.61192, 0.92092, 0.85949)
H (0.74227, 2.02975, 0.33911)
H (-0.77915, -1.54204, -0.68950)
H (3.12446, -1.17338, -0.58961)
H (-2.16582, 2.10277, -0.62188)
H (-0.41092, -1.36959, 1.22576)

Version iii
# C6H7NO

A single C6H7NO molecule (ωB97M-V with the def2-TZVPD basis set, the Open Molecules 2025 dataset).

Summary:
LUMO energy: -0.0089 Ha
2S+1: 1
SMILES: C/C=C(/C#N)C(C)=O
E_HOMO: -10.062 eV
HOMO-LUMO gap: 9.82 eV

Element x y z (Å)
O (0.35552, 1.75764, -0.34368)
N (-2.17588, -1.99796, 0.04572)
C (-2.05552, 1.25051, 0.12516)
C (2.53979, -0.26918, 0.26635)
C (-0.52545, 0.97057, -0.00095)
C (-0.04919, -0.51509, -0.21047)
C (-1.21662, -1.30999, -0.15843)
C (1.13354, -1.05624, -0.22271)
H (1.21753, -2.15263, -0.56226)
H (2.54021, 0.25040, -0.53041)
H (2.29947, 0.18746, 1.22418)
H (-2.43675, 2.37476, 0.72087)
H (3.35755, -1.05199, 0.10245)
H (-2.77497, 0.35340, 0.54352)
H (-2.20924, 1.20834, -0.99934)

Least stable of them? version ii.

Version i
# C6H7NO

A single C6H7NO molecule (ωB97M-V with the def2-TZVPD basis set, the Open Molecules 2025 dataset).

Summary:
LUMO energy: 0.0332 Ha
2S+1: 1
SMILES: C=COc1cc[nH]c1
E_HOMO: -8.111 eV
HOMO-LUMO gap: 9.02 eV

Element x y z (Å)
O (-1.07653, 1.12445, -0.27783)
N (0.54655, -1.77290, -1.32063)
C (-0.05864, -2.21462, -0.11746)
C (-0.56053, 2.14349, 0.53011)
C (-0.46218, -0.03164, -0.37955)
C (0.47069, -0.45361, -1.34868)
C (-0.72739, -1.13567, 0.42732)
C (0.41719, 1.96490, 1.49492)
H (-0.42307, -3.22581, 0.18459)
H (1.44337, -2.30831, -1.71986)
H (1.08293, 3.00523, 1.70914)
H (-1.00674, 3.15658, 0.03932)
H (0.83911, 0.13204, -2.22639)
H (0.96812, 1.02788, 1.74052)
H (-1.45288, -1.41202, 1.26448)

Version ii
# C6H7NO

A single C6H7NO molecule (ωB97M-V with the def2-TZVPD basis set, the Open Molecules 2025 dataset).

Summary:
LUMO energy: 0.0408 Ha
2S+1: 1
SMILES: c1coc(N2CC2)c1
E_HOMO: -8.282 eV
HOMO-LUMO gap: 9.39 eV

Element x y z (Å)
O (-0.47565, 0.47583, -1.07111)
N (-0.19465, -0.43687, 1.08740)
C (0.33916, -0.15552, -0.13995)
C (-0.93712, 0.44022, 1.86946)
C (0.44274, 0.84639, -2.11236)
C (1.60730, -0.39725, -0.60008)
C (-1.51701, -0.84320, 1.42471)
C (1.65687, 0.22961, -1.84688)
H (-1.37642, 1.21535, 1.23392)
H (2.54617, 0.16126, -2.46542)
H (-2.12384, -0.78119, 0.58366)
H (-0.83550, 0.56866, 2.93251)
H (0.13153, 1.51499, -2.87408)
H (2.26016, -1.01434, -0.06640)
H (-1.52375, -1.82394, 2.04461)

Least stable of them? version i.

Version i
# C3H7NS

A single C3H7NS molecule (ωB97M-V with the def2-TZVPD basis set, the Open Molecules 2025 dataset).

Summary:
LUMO energy: 0.0329 Ha
2S+1: 1
SMILES: CC(C)=NS
E_HOMO: -8.331 eV
HOMO-LUMO gap: 9.23 eV

Element x y z (Å)
S (1.63730, -0.09411, -0.03077)
N (0.19310, -0.77203, 0.01962)
C (-0.52808, 1.50129, 0.04960)
C (-2.10259, -0.68955, 0.01358)
C (-0.82607, 0.06415, -0.07130)
H (-1.59528, 1.91498, -0.33007)
H (-1.97440, -1.68305, -0.43251)
H (-0.38276, 1.83274, 1.17808)
H (0.05735, 1.91870, -0.66630)
H (2.46990, -1.15460, 0.27217)
H (-2.81340, -0.17585, -0.71019)
H (-2.56943, -0.99829, 1.09248)

Version ii
# C3H7NS

A single C3H7NS molecule (ωB97M-V with the def2-TZVPD basis set, the Open Molecules 2025 dataset).

Summary:
LUMO energy: 0.0218 Ha
2S+1: 1
SMILES: CNC(C)=S
E_HOMO: -8.509 eV
HOMO-LUMO gap: 9.10 eV

Element x y z (Å)
S (1.80513, -0.22531, 0.04949)
N (-0.69590, -0.80700, -0.23725)
C (0.24133, 0.18415, 0.01145)
C (-1.98581, -0.54201, 0.11081)
C (-0.55621, 1.51196, -0.00422)
H (-2.65720, -1.50808, 0.23268)
H (-2.37234, 0.05837, -0.74836)
H (-2.22492, -0.18413, 1.21874)
H (0.00011, 2.53317, 0.02880)
H (-1.49489, 1.63898, 0.56430)
H (-1.07091, 1.47846, -0.96996)
H (-0.38639, -1.68744, -0.16552)

Least stable of them? version i.

Version i
# C3H7NS

A single C3H7NS molecule (ωB97M-V with the def2-TZVPD basis set, the Open Molecules 2025 dataset).

Summary:
LUMO energy: 0.0287 Ha
2S+1: 1
SMILES: SC[C@H]1CN1
E_HOMO: -9.353 eV
HOMO-LUMO gap: 10.13 eV

Element x y z (Å)
S (1.60277, 0.84554, -0.87251)
N (-0.79452, -0.99798, -0.91425)
C (-0.35293, -0.59287, 0.40656)
C (-1.45497, 0.14001, -0.25666)
C (1.01869, -0.07847, 0.52605)
H (1.21155, 0.42358, 1.48167)
H (1.71666, -0.91844, 0.56659)
H (-0.00785, -0.68569, -1.54589)
H (-1.33192, 1.18231, -0.37178)
H (-0.56604, -1.35138, 1.17937)
H (1.38968, 2.09367, -0.33718)
H (-2.43110, -0.06028, 0.13804)

Version ii
# C3H7NS

4 unconnected molecules or ions with the total composition C3H7NS (ωB97M-V with the def2-TZVPD basis set, the Open Molecules 2025 dataset).

Summary:
LUMO energy: -0.0237 Ha
2S+1: 1
E_HOMO: -8.298 eV
HOMO-LUMO gap: 7.65 eV

Element x y z (Å)
S (-0.41048, -0.04727, -0.52487)
N (0.77437, 0.17346, -1.75517)
C (0.25572, 0.46743, 0.94366)
C (0.87318, -1.12647, -2.52601)
C (-1.00886, 0.98023, 1.66083)
H (-0.93523, 2.22259, 1.19161)
H (1.73460, -1.11706, -3.12822)
H (1.14371, 1.05392, 0.72391)
H (-2.38531, 0.24342, 0.90148)
H (-0.73430, 0.13981, 3.19989)
H (0.02097, -2.71797, -2.41967)
H (0.67163, -0.27210, 1.73256)

Version iii
# C3H7NS

A single C3H7NS molecule (ωB97M-V with the def2-TZVPD basis set, the Open Molecules 2025 dataset).

Summary:
LUMO energy: 0.0309 Ha
2S+1: 1
SMILES: CC/C=N\S
E_HOMO: -9.062 eV
HOMO-LUMO gap: 9.90 eV

Element x y z (Å)
S (-1.56293, -0.60041, 0.01702)
N (-0.89780, 0.94799, -0.31389)
C (0.22982, 1.12788, 0.01397)
C (2.49856, -0.47371, -0.40931)
C (1.07931, -0.02652, 0.67232)
H (1.71206, 0.25031, 1.76185)
H (3.60306, -0.65385, 0.16794)
H (2.80138, 0.28303, -1.30666)
H (2.25747, -1.60708, -0.82116)
H (0.50876, 2.21134, 0.23133)
H (0.39373, -1.03020, 0.81904)
H (-2.83109, -0.24888, -0.58934)

Least stable of them? version ii.